93
Properties=species:S:1:pos:R:3 method="wB97M-V/def2-TZVPD" de_lowest_kj_mol=398.0 orbital_gap_ev=9.121 energy_ev=-64481.395 fmax_ev_per_a=1.4
O -3.32898 3.05532 3.29787
H -2.86213 3.79888 2.91653
H -2.70432 2.33141 3.25345
O -2.24142 -3.31444 -2.53304
H -2.32054 -3.77696 -3.36733
H -1.82425 -3.94602 -1.94712
O -3.89378 -0.85238 3.52362
H -4.65229 -1.25880 3.10442
H -3.53260 -1.53923 4.08399
O 3.99969 3.08193 -1.25468
H 4.58759 3.71026 -0.83538
H 3.23050 3.05624 -0.68555
O -1.70942 4.93297 2.28217
H -0.95408 4.38797 2.50280
H -2.03748 4.56724 1.46069
O 2.32265 0.59860 -2.39858
H 2.99619 1.27850 -2.38063
H 2.51140 0.05359 -1.63465
O 2.74947 -1.15874 -4.30733
H 2.30087 -0.85388 -3.51863
H 2.53956 -2.09129 -4.35752
O -2.64140 0.40421 -2.55432
H -2.09048 0.64178 -3.30016
H -3.24762 1.13895 -2.46008
O 2.51522 2.03922 0.78403
H 1.61937 1.71293 0.69916
H 3.03290 1.26471 1.00393
O 0.70144 3.77224 2.26223
H 1.00684 3.59367 3.15165
H 1.46492 3.60778 1.70878
O -0.82175 1.65889 3.97881
H -0.59290 1.71677 3.05117
H -0.31392 0.91613 4.30537
O -4.48980 2.51354 -2.33388
H -5.29309 2.44160 -1.81834
H -4.31033 3.45313 -2.36871
O 2.30320 -3.88045 0.93032
H 2.58143 -4.33036 1.72807
H 1.90749 -4.56688 0.39324
O 0.96585 -1.84646 -0.66030
H 0.60199 -2.24918 -1.44874
H 1.62345 -2.47073 -0.35356
O 4.89036 0.09557 -0.80257
H 4.51310 -0.03773 0.06698
H 5.37829 0.91581 -0.72931
O -0.32749 -1.50234 -3.57040
H -0.96146 -1.69487 -2.87957
H -0.51951 -0.60063 -3.82785
O 5.30195 -2.74819 0.61571
H 4.45210 -2.49807 0.25319
H 5.37322 -3.68557 0.43552
O 3.30446 -4.07519 -2.06089
H 3.41980 -5.00154 -2.27253
H 2.47049 -3.83835 -2.46664
O -5.84811 2.89495 1.47215
H -4.92738 2.63484 1.50116
H -6.32668 2.07249 1.36836
O 0.12530 -3.76173 2.98244
H 0.83838 -3.28816 2.55410
H -0.65047 -3.22474 2.82098
O 2.08480 2.58794 4.44453
H 3.02701 2.43431 4.51432
H 1.68908 1.73282 4.61304
O 0.53967 -3.92587 -3.10311
H 0.02553 -3.13287 -3.25485
H 0.69149 -4.28443 -3.97754
O 3.80431 -0.33308 1.69131
H 4.59456 0.15235 1.92819
H 3.96749 -1.22360 2.00209
O -1.71125 -5.09629 -0.64793
H -1.78615 -4.57463 0.15113
H -1.51824 -5.98159 -0.33936
O -2.42682 -3.44910 1.65340
H -3.30619 -3.82212 1.71508
H -2.57211 -2.52184 1.46547
O -2.51596 0.79480 1.22088
H -3.21051 0.24270 0.86172
H -2.54412 0.63287 2.16386
O -3.80217 -0.83471 -0.35597
H -4.10252 -1.71955 -0.56353
H -3.37752 -0.53104 -1.15828
O -2.44205 3.80763 -0.26331
H -1.84691 4.14113 -0.93475
H -2.44791 2.85984 -0.39715
O 2.04964 4.65964 -2.94404
H 2.09874 4.31938 -2.05071
H 1.18546 4.39109 -3.25597
O 0.52208 2.77452 -1.84068
H 0.58435 2.22215 -1.06143
H 0.64440 2.17069 -2.57326
O 0.19228 0.71777 0.42000
H -0.76414 0.67918 0.41743
H 0.46790 -0.13926 0.09479

=====

46
Properties=species:S:1:pos:R:3 method="wB97M-V/def2-TZVPD" de_lowest_kj_mol=124.9 orbital_gap_ev=9.388 energy_ev=-36751.610 total_charge=-1 fmax_ev_per_a=6.9
N 0.44921 0.05975 0.29879
O 1.37843 -0.02964 -0.55077
O 0.13170 1.27639 0.55168
O -0.45279 -0.83288 0.27065
O -2.44940 -2.55239 1.96943
H -2.10644 -2.14885 2.73922
H -1.70586 -2.90859 1.53965
O 3.64190 0.76447 -2.40665
H 3.19588 1.36268 -2.99522
H 3.03801 0.61755 -1.66311
O 0.62509 -3.03948 1.45871
H 0.39453 -2.31274 0.86290
H 0.73404 -3.79507 0.91238
O -3.04787 1.12403 -0.83056
H -3.54140 1.35527 -1.65889
H -2.21098 1.49879 -0.94498
O 3.60571 1.90122 0.32592
H 4.26280 2.01168 -0.34614
H 2.84432 2.39470 0.04611
O 3.52634 -0.59024 1.62450
H 3.27138 0.14459 1.07735
H 3.07975 -1.34444 1.29243
O 0.77883 -0.78402 3.09693
H -0.02786 -0.74234 3.59088
H 0.79560 -1.68671 2.77329
O -3.58419 -1.51666 -0.27372
H -3.46642 -0.59334 -0.45198
H -3.25748 -1.68433 0.57937
O -1.73966 -0.68227 -2.58558
H -2.62327 -0.80411 -2.91639
H -1.84631 -0.39337 -1.68435
O 1.41153 3.24409 -0.82482
H 1.19635 4.12020 -0.52879
H 0.83870 2.66035 -0.31405
O 0.30328 -2.63821 -1.78107
H -0.13115 -1.78043 -1.68613
H 0.70164 -2.74570 -2.62376
O -1.87216 0.38480 2.51703
H -1.60519 1.24169 2.18654
H -1.60490 -0.19292 1.78102
O 0.59440 0.47416 -3.09346
H 0.92723 0.30316 -2.20911
H -0.32578 0.13645 -3.06035
O -1.46598 2.90226 1.68949
H -1.94455 3.31471 0.96448
H -0.71699 2.50574 1.28112

=====

34
Properties=species:S:1:pos:R:3 method="wB97M-V/def2-TZVPD" de_lowest_kj_mol=531.2 orbital_gap_ev=5.810 energy_ev=-22416.103 fmax_ev_per_a=1.5
C 3.52347 1.45085 -1.26266
N 4.69435 1.36181 -1.19636
C -0.59405 -5.03893 -2.62461
O -0.07156 -3.90698 -3.35391
C 0.16112 -2.75104 -2.68075
C 0.58095 -1.63930 -3.45865
C 0.77005 -0.42014 -2.86481
C 0.55049 -0.22692 -1.46533
C 0.76436 1.06006 -0.90838
C 0.16249 1.60637 0.24755
C 0.57890 2.90956 0.67349
C 0.15400 3.45051 1.85620
C -0.70594 2.70607 2.70851
O -0.95080 3.23782 3.93249
C -1.67303 2.45301 4.90543
C -1.22966 1.46460 2.26384
C -0.84025 0.95671 1.03842
C 0.20928 -1.37509 -0.68866
C 0.00113 -2.60703 -1.27922
H -0.64364 -5.83145 -3.37145
H 0.07705 -5.32978 -1.80375
H -1.59779 -4.82327 -2.23059
H 0.73212 -1.79525 -4.52543
H 1.08350 0.43481 -3.46197
H 1.42298 1.72763 -1.46809
H 1.26872 3.46118 0.03628
H 0.48418 4.42921 2.20013
H -1.74756 3.11318 5.76985
H -2.67514 2.18974 4.53928
H -1.11719 1.54197 5.16913
H -1.92624 0.90861 2.89623
H -1.30574 0.04030 0.68101
H 0.14366 -1.29197 0.39534
H -0.28418 -3.46683 -0.66856